(1)
{
  "formula": "C4H58F12NaO41S4",
  "method": "ωB97M-V/def2-TZVPD",
  "total_charge": -3,
  "largest_force_ev_per_a": 4.9,
  "lumo_energy_ev": 2.51,
  "gap_ev": 4.42,
  "spin_multiplicity": 1,
  "elements": ["Na", "C", "F", "F", "F", "S", "O", "O", "O", "C", "F", "F", "F", "S", "O", "O", "O", "C", "F", "F", "F", "S", "O", "O", "O", "C", "F", "F", "F", "S", "O", "O", "O", "O", "H", "H", "O", "H", "H", "O", "H", "H", "O", "H", "H", "O", "H", "H", "O", "H", "H", "O", "H", "H", "O", "H", "H", "O", "H", "H", "O", "H", "H", "O", "H", "H", "O", "H", "H", "O", "H", "H", "O", "H", "H", "O", "H", "H", "O", "H", "H", "O", "H", "H", "O", "H", "H", "O", "H", "H", "O", "H", "H", "O", "H", "H", "O", "H", "H", "O", "H", "H", "O", "H", "H", "O", "H", "H", "O", "H", "H", "O", "H", "H", "O", "H", "H", "O", "H", "H"],
  "positions_angstrom": [[5.071, 2.397, -3.409], [-0.286, 0.340, 0.472], [-1.299, -0.528, 0.422], [-0.640, 1.624, 0.330], [0.373, 0.112, 1.623], [0.777, -0.121, -0.985], [1.266, -1.461, -0.712], [-0.063, 0.085, -2.149], [1.933, 0.846, -0.970], [6.175, -1.370, 2.581], [6.835, -0.896, 3.629], [6.853, -2.396, 1.957], [5.025, -1.747, 3.068], [5.949, 0.079, 1.350], [4.954, 0.915, 1.953], [7.273, 0.723, 1.362], [5.703, -0.424, 0.019], [-4.414, 4.140, -2.509], [-3.574, 5.101, -2.204], [-5.163, 4.483, -3.567], [-3.727, 3.065, -2.880], [-5.473, 3.655, -0.957], [-6.797, 4.288, -1.085], [-5.537, 2.195, -0.992], [-4.723, 4.217, 0.190], [-1.685, -3.713, -1.532], [-0.943, -2.733, -2.025], [-0.993, -4.445, -0.666], [-2.848, -3.277, -1.013], [-2.136, -4.815, -3.072], [-3.445, -4.367, -3.626], [-1.105, -4.541, -4.080], [-2.125, -6.205, -2.705], [-4.233, 0.701, -5.568], [-3.745, 0.434, -4.789], [-4.931, 0.051, -5.649], [-2.102, 2.251, 4.299], [-2.694, 2.393, 5.037], [-2.390, 2.879, 3.636], [-1.159, -3.114, 4.189], [-0.457, -3.336, 4.801], [-0.720, -3.029, 3.342], [0.188, -3.211, 1.843], [1.086, -3.541, 1.806], [-0.026, -2.994, 0.936], [2.990, -3.552, 2.152], [3.816, -3.970, 2.397], [3.116, -3.287, 1.241], [4.505, 1.280, -1.366], [3.575, 1.053, -1.375], [4.909, 0.612, -0.814], [0.179, -0.334, -5.198], [-0.126, -0.301, -4.291], [0.985, -0.849, -5.161], [-6.031, -2.289, -0.515], [-5.406, -2.857, -0.065], [-6.535, -1.880, 0.189], [-1.148, 6.170, -2.144], [-0.404, 6.424, -1.597], [-1.874, 6.067, -1.529], [-0.449, 4.844, 1.092], [0.307, 4.386, 1.459], [-0.504, 4.530, 0.189], [-3.689, -0.801, 3.033], [-4.029, -0.097, 2.481], [-3.914, -1.605, 2.564], [-3.260, -2.056, -5.556], [-2.799, -1.782, -4.762], [-2.582, -2.459, -6.099], [-2.668, -0.222, -3.492], [-3.376, -0.453, -2.890], [-1.931, -0.003, -2.923], [3.663, -2.336, -0.212], [4.352, -1.712, -0.439], [2.898, -2.038, -0.705], [2.823, 2.328, 1.212], [2.390, 1.890, 0.479], [3.551, 1.751, 1.440], [-4.847, -0.494, -2.048], [-5.044, 0.313, -1.572], [-5.168, -1.193, -1.478], [-0.128, 0.045, 5.256], [0.420, -0.138, 4.493], [-0.879, 0.523, 4.903], [0.872, 2.796, 3.949], [-0.045, 2.522, 3.982], [1.117, 2.704, 3.028], [2.660, 2.526, -3.643], [2.805, 3.472, -3.603], [1.717, 2.434, -3.781], [-0.369, 2.443, -3.205], [-1.294, 2.379, -3.443], [-0.200, 1.658, -2.685], [-4.332, 1.108, 1.201], [-3.654, 1.759, 1.382], [-4.535, 1.225, 0.272], [2.010, -4.526, -1.363], [2.824, -4.151, -1.027], [1.337, -3.886, -1.131], [-3.656, 4.215, 2.620], [-4.128, 3.905, 1.847], [-4.317, 4.674, 3.138], [2.928, -0.468, 6.537], [2.721, -0.781, 5.657], [3.746, -0.911, 6.763], [0.668, -6.661, 1.601], [0.383, -5.832, 1.216], [0.377, -6.615, 2.511], [5.238, 3.794, 0.327], [4.550, 4.357, -0.028], [4.820, 2.939, 0.430], [2.539, -1.368, 4.068], [3.413, -1.627, 3.778], [1.959, -1.640, 3.357], [3.972, 1.695, 4.399], [3.735, 0.780, 4.552], [4.636, 1.659, 3.711], [2.344, -2.445, -5.251], [3.158, -1.999, -5.018], [2.283, -2.351, -6.202]]
}

=====

(2)
{
  "formula": "C4H5AlO3",
  "method": "ωB97M-V/def2-TZVPD",
  "de_lowest_kcal_mol": 63.6,
  "total_charge": 1,
  "largest_force_ev_per_a": 3.9,
  "lumo_energy_ev": [-7.94, -7.80],
  "gap_ev": [5.84, 6.70],
  "spin_multiplicity": 2,
  "elements": ["O", "C", "O", "Al", "O", "C", "H", "C", "H", "H", "H", "C", "H"],
  "positions_angstrom": [[1.371, 0.059, -0.663], [0.501, -0.674, 0.101], [0.780, -1.956, 0.040], [-0.610, -2.544, 0.867], [0.152, -0.200, 1.492], [-0.895, -0.222, 0.440], [-1.185, 0.800, 0.167], [1.206, 1.459, -0.751], [0.365, 1.721, -1.411], [1.047, 1.908, 0.240], [2.133, 1.854, -1.179], [-1.940, -1.262, 0.512], [-2.924, -0.943, 0.145]]
}

=====

(3)
{
  "formula": "C4H5BF4O5S3SbTi",
  "method": "ωB97M-V/def2-TZVPD",
  "de_lowest_kcal_mol": 25.8,
  "total_charge": -1,
  "largest_force_ev_per_a": 1.3,
  "lumo_energy_ev": 2.19,
  "gap_ev": 6.92,
  "spin_multiplicity": 1,
  "elements": ["Ti", "O", "C", "O", "C", "O", "C", "C", "O", "O", "H", "H", "H", "H", "H", "S", "Sb", "S", "S", "F", "B", "F", "F", "F"],
  "positions_angstrom": [[0.045, 1.345, -0.245], [-0.236, -3.246, -1.490], [-0.046, -2.061, -0.875], [-0.438, -1.028, -1.342], [0.763, -2.241, 0.396], [0.721, -1.161, 1.279], [-0.420, -1.112, 2.116], [-1.643, -0.519, 1.430], [-2.761, -0.883, 1.710], [-1.365, 0.455, 0.605], [-0.691, -3.042, -2.323], [1.799, -2.350, 0.066], [0.452, -3.176, 0.874], [-0.151, -0.453, 2.942], [-0.682, -2.101, 2.502], [4.258, 3.358, 0.509], [3.085, 1.529, 1.081], [0.739, 2.303, 1.646], [2.039, 0.649, -1.032], [-1.481, 3.745, -2.936], [-1.157, 2.787, -2.047], [-0.812, 1.529, -2.576], [-2.080, 2.552, -1.023], [0.063, 3.122, -1.267]]
}

=====

(4)
{
  "formula": "C4H5BeO2",
  "method": "ωB97M-V/def2-TZVPD",
  "de_lowest_kcal_mol": 35.2,
  "largest_force_ev_per_a": 4.2,
  "lumo_energy_ev": [-0.01, -0.78],
  "gap_ev": [7.99, 8.70],
  "spin_multiplicity": 2,
  "elements": ["H", "O", "C", "C", "C", "C", "O", "Be", "H", "H", "H", "H"],
  "positions_angstrom": [[-0.203, 2.883, -0.176], [-1.758, 0.981, 0.225], [-0.560, -0.963, -0.077], [0.689, -0.943, 0.090], [-1.788, -0.364, -0.125], [1.977, -0.254, 0.054], [1.778, 1.067, -0.229], [0.082, 1.543, -0.066], [-2.633, 1.383, 0.275], [2.590, -0.463, 0.949], [-2.756, -0.785, -0.385], [2.172, -1.050, -0.841]]
}